1.
C44H48AsO3P2S2V | ωB97M-V/def2-TZVPD

Atoms and positions in Å:
V -0.6111 -1.0148 -0.3458
C 2.5658 -1.0068 -0.5025
O 1.4098 -0.5703 0.2404
C 1.5623 -0.6396 1.6716
C 0.2908 -0.1297 2.3071
O -0.7675 -0.8903 1.7207
C -2.0966 -0.6607 2.1832
C -2.9711 -1.5713 1.3575
O -2.7490 -1.2379 -0.0222
C -3.5937 -1.9848 -0.9045
H 3.2600 -1.5323 0.1525
H 3.0497 -0.1330 -0.9412
H 2.2359 -1.6934 -1.2801
H 2.4069 -0.0205 1.9789
H 1.7241 -1.6793 1.9638
H 0.1338 0.9414 2.1253
H 0.3261 -0.3116 3.3830
H -2.3614 0.3925 2.0332
H -2.1742 -0.9177 3.2420
H -4.0242 -1.4156 1.6024
H -2.6891 -2.6146 1.5306
H -3.3997 -3.0531 -0.7988
H -3.3607 -1.6674 -1.9190
H -4.6382 -1.7579 -0.6842
C -0.2085 2.8738 -0.4601
C 1.3087 2.7655 -0.5299
As 2.3316 4.0756 0.5600
C 1.3800 5.7071 0.0831
C 1.1350 6.0256 -1.2498
C 0.5640 7.2429 -1.5938
C 0.2414 8.1624 -0.6065
C 0.5057 7.8656 0.7229
C 1.0785 6.6488 1.0647
C 1.4776 3.6282 2.2692
C 0.2060 4.0397 2.6674
C -0.3160 3.6389 3.8909
C 0.4293 2.8281 4.7372
C 1.7003 2.4208 4.3571
C 2.2189 2.8227 3.1324
P -1.0481 1.3761 -1.0978
C -0.4531 1.1325 -2.7927
C -0.0669 -0.1533 -3.1679
C 0.4182 -0.4061 -4.4454
C 0.5230 0.6328 -5.3562
C 0.1367 1.9194 -4.9952
C -0.3509 2.1661 -3.7228
C -2.7890 1.8594 -1.2499
C -3.4051 2.5208 -0.1879
C -4.7598 2.8110 -0.2364
C -5.5122 2.4366 -1.3413
C -4.9051 1.7781 -2.4004
C -3.5481 1.4899 -2.3574
H -0.5769 3.7568 -0.9845
H -0.5323 2.9685 0.5795
H 1.6612 2.8386 -1.5601
H 1.6417 1.7933 -0.1579
H 1.4036 5.3289 -2.0361
H 0.3783 7.4767 -2.6342
H -0.2022 9.1122 -0.8732
H 0.2728 8.5855 1.4964
H 1.2896 6.4347 2.1061
H -0.3701 4.7037 2.0341
H -1.2984 3.9788 4.1940
H 0.0275 2.5312 5.6973
H 2.2968 1.8103 5.0233
H 3.2263 2.5291 2.8555
H -0.1209 -1.0306 -2.5120
H 0.7094 -1.4107 -4.7217
H 0.9019 0.4425 -6.3512
H 0.2152 2.7282 -5.7092
H -0.6610 3.1677 -3.4467
H -2.8283 2.8210 0.6800
H -5.2281 3.3335 0.5871
H -6.5687 2.6654 -1.3791
H -5.4864 1.4934 -3.2673
H -3.0797 0.9849 -3.1939
S -0.1401 -3.9578 2.5446
P 0.4332 -4.4527 0.7359
S -0.3727 -3.4142 -0.8474
C 0.1180 -6.2051 0.3709
C -0.5388 -6.6441 -0.7708
C -0.7281 -8.0047 -0.9798
C -0.2590 -8.9233 -0.0550
C 0.3988 -8.4853 1.0882
C 0.5842 -7.1311 1.3037
C 2.2455 -4.3324 0.5466
C 2.8197 -4.5565 -0.7040
C 4.1928 -4.4713 -0.8639
C 5.0027 -4.1637 0.2245
C 4.4367 -3.9592 1.4733
C 3.0584 -4.0483 1.6362
H -0.9033 -5.9273 -1.4941
H -1.2437 -8.3438 -1.8685
H -0.4074 -9.9821 -0.2205
H 0.7619 -9.2002 1.8143
H 1.0813 -6.7875 2.2031
H 2.1865 -4.7936 -1.5508
H 4.6347 -4.6506 -1.8352
H 6.0756 -4.0993 0.0987
H 5.0666 -3.7429 2.3266
H 2.6042 -3.9073 2.6098

The LUMO energy (spin up / spin down) is -1.88 / -2.07 eV. The calculation puts the total energy at -6589.9168 Eh. The spin multiplicity is 4. The net charge is +1. The calculation puts the HOMO energy (spin up / spin down) at -10.15 / -10.21 eV. The value obtained for the gap between HOMO and LUMO (spin up / spin down) is 8.3 / 8.1 eV.

---

2.
C5H14N2 | ωB97M-V/def2-TZVPD

Atoms and positions in Å:
C 3.1796 -0.4132 0.7998
C 2.2871 0.1842 -0.2718
N 0.8630 -0.1309 -0.1196
C 0.0364 1.0191 0.3238
C -1.4572 0.6997 0.2746
N -1.7247 -0.4614 -0.6199
C -3.1461 -0.8281 -0.5002
H 3.0077 0.1268 1.7295
H 4.2071 -0.3773 0.4861
H 2.8934 -1.4439 1.0059
H 2.5759 -0.0477 -1.3001
H 2.4001 1.2819 -0.2558
H 0.5211 -0.3471 -1.0351
H 0.2672 1.8348 -0.3778
H 0.3765 1.2510 1.3319
H -1.7389 0.3526 1.2797
H -2.0489 1.5641 -0.0054
H -1.2473 -1.2109 -0.1293
H -3.3903 -1.2836 0.4624
H -3.7635 0.0652 -0.5954
H -3.4266 -1.5453 -1.2692

The LUMO energy is 1.20 eV. The calculation puts the total energy at -308.3759 Eh. Its structure (SMILES) is CCNCCNC. The calculation puts the HOMO energy at -8.70 eV. The value obtained for the gap between HOMO and LUMO is 9.9 eV.

---

3.
C4H8N2 | ωB97M-V/def2-TZVPD

Atoms and positions in Å:
C -0.2568 0.6308 1.2555
C 1.0928 0.5204 0.5870
C -0.8596 -0.8138 -0.7013
C -1.1845 -0.5154 0.7542
H -0.2519 0.6044 2.3362
H -0.7022 1.5891 0.8658
H 1.5347 -0.4426 1.0302
H 1.7271 1.3862 0.9158
H 1.9316 0.3068 -1.3609
H -1.4720 -1.5088 -1.1989
H -2.1729 -0.1738 0.8448
H -1.0627 -1.4206 1.3599
N 1.0235 0.4754 -0.8736
N 0.0789 -0.3714 -1.4357

The LUMO energy is 1.06 eV. The calculation puts the total energy at -266.6733 Eh. Its structure (SMILES) is C1=NNCCC1. The calculation puts the HOMO energy at -8.52 eV. The value obtained for the gap between HOMO and LUMO is 9.6 eV.